(1)
{"formula": "C41H46BI2N6S3V", "method": "ωB97M-V with the def2-TZVPD basis set", "total_energy_ev": -127279.1388, "multiplicity": 3, "homo_lumo_gap_ev": [5.90, 6.46], "s2": 2.03, "e_homo_ev": [-6.54, -6.55], "elements": ["V", "C", "C", "C", "C", "N", "C", "C", "N", "B", "N", "C", "C", "N", "C", "S", "C", "C", "C", "C", "N", "C", "C", "N", "C", "S", "C", "C", "C", "C", "C", "S", "H", "H", "H", "H", "H", "H", "H", "H", "H", "H", "H", "H", "H", "H", "H", "H", "H", "H", "H", "H", "H", "H", "H", "H", "H", "H", "H", "H", "H", "H", "H", "H", "H", "H", "I", "C", "C", "C", "C", "C", "C", "C", "C", "C", "C", "H", "H", "H", "H", "H", "H", "I", "C", "C", "C", "C", "C", "C", "C", "C", "C", "C", "H", "H", "H", "H", "H", "H"], "coordinates": [[-0.695, 0.469, -1.661], [2.990, -2.717, -3.060], [3.600, -2.161, -1.774], [3.593, -0.635, -1.739], [5.048, -2.642, -1.694], [2.857, -2.664, -0.575], [3.450, -3.361, 0.461], [2.520, -3.520, 1.417], [1.357, -2.920, 0.997], [0.249, -2.760, 2.091], [0.711, -1.746, 3.151], [0.182, -1.851, 4.422], [0.685, -0.864, 5.174], [1.566, -0.146, 4.376], [1.585, -0.701, 3.122], [2.569, -0.220, 1.821], [2.285, 1.078, 4.825], [3.797, 0.860, 4.753], [1.920, 1.368, 6.281], [1.843, 2.268, 3.973], [-1.166, -2.517, 1.483], [-1.705, -3.545, 0.737], [-2.974, -3.234, 0.433], [-3.238, -1.991, 0.991], [-2.115, -1.562, 1.654], [-1.972, -0.124, 2.559], [-4.585, -1.343, 0.985], [-5.151, -1.343, 2.404], [-4.503, 0.070, 0.409], [-5.518, -2.157, 0.089], [1.573, -2.401, -0.221], [0.386, -1.724, -1.288], [3.628, -2.433, -3.899], [1.992, -2.329, -3.238], [2.941, -3.807, -3.019], [4.138, -0.250, -2.603], [4.076, -0.279, -0.827], [2.581, -0.239, -1.768], [5.571, -2.260, -2.570], [5.122, -3.730, -1.708], [5.557, -2.254, -0.811], [4.474, -3.673, 0.442], [2.588, -3.981, 2.386], [0.185, -3.833, 2.648], [-0.540, -2.609, 4.666], [0.495, -0.625, 6.201], [4.086, 0.023, 5.392], [4.303, 1.758, 5.113], [4.116, 0.652, 3.736], [2.185, 0.540, 6.940], [0.861, 1.599, 6.400], [2.490, 2.241, 6.600], [2.160, 2.138, 2.941], [2.286, 3.183, 4.374], [0.755, 2.365, 4.001], [-1.126, -4.414, 0.478], [-3.695, -3.784, -0.139], [-4.539, -0.738, 3.069], [-5.194, -2.363, 2.792], [-6.164, -0.938, 2.386], [-3.860, 0.708, 1.008], [-5.504, 0.503, 0.383], [-4.130, 0.041, -0.614], [-5.685, -3.165, 0.473], [-5.145, -2.218, -0.935], [-6.481, -1.648, 0.062], [-2.467, -1.346, -2.936], [-3.764, 0.228, -3.387], [-4.977, -0.075, -3.931], [-5.866, 0.972, -4.250], [-5.485, 2.262, -4.036], [-4.220, 2.576, -3.480], [-3.835, 3.925, -3.303], [-2.614, 4.221, -2.775], [-1.753, 3.184, -2.361], [-2.054, 1.842, -2.477], [-3.317, 1.544, -3.098], [-5.256, -1.102, -4.125], [-6.835, 0.741, -4.674], [-6.147, 3.080, -4.295], [-4.521, 4.708, -3.602], [-2.305, 5.251, -2.653], [-0.809, 3.484, -1.922], [0.019, 1.892, 0.482], [1.559, 2.763, -0.654], [2.379, 3.687, -0.078], [3.462, 4.212, -0.819], [3.688, 3.795, -2.097], [2.839, 2.838, -2.710], [3.050, 2.402, -4.041], [2.212, 1.491, -4.615], [1.125, 0.968, -3.880], [0.880, 1.345, -2.583], [1.748, 2.303, -1.982], [2.215, 4.013, 0.942], [4.113, 4.943, -0.358], [4.522, 4.190, -2.665], [3.887, 2.810, -4.596], [2.376, 1.167, -5.636], [0.477, 0.243, -4.366]]}

=====

(2)
{"formula": "C41H46BrF5LaN11O5S3Te", "method": "ωB97M-V with the def2-TZVPD basis set", "de_lowest_kcal_mol": 0.0, "total_energy_ev": -194188.9576, "homo_lumo_gap_ev": 7.01, "e_homo_ev": -7.53, "elements": ["La", "N", "C", "C", "C", "C", "C", "C", "N", "C", "C", "C", "S", "C", "N", "H", "H", "H", "H", "H", "H", "H", "C", "C", "C", "C", "C", "C", "C", "Br", "C", "O", "C", "C", "C", "C", "C", "C", "H", "H", "H", "H", "H", "H", "H", "H", "H", "H", "H", "H", "H", "H", "H", "H", "H", "H", "H", "H", "N", "C", "C", "C", "C", "C", "C", "S", "O", "O", "N", "C", "N", "C", "C", "C", "N", "H", "H", "H", "H", "H", "H", "H", "H", "H", "F", "Te", "F", "F", "F", "F", "O", "N", "C", "N", "O", "H", "H", "H", "H", "N", "C", "S", "C", "C", "C", "N", "C", "C", "H", "H", "H", "H", "H", "H"], "coordinates": [[-0.418, 1.389, 0.190], [-1.723, 5.339, 3.537], [-2.922, 5.493, 2.865], [-4.233, 5.580, 3.313], [-5.209, 5.721, 2.348], [-4.882, 5.785, 0.986], [-3.577, 5.696, 0.546], [-2.590, 5.530, 1.512], [-1.197, 5.374, 1.401], [-0.726, 5.254, 2.649], [0.659, 5.114, 3.102], [1.754, 5.723, 2.571], [3.152, 5.180, 3.367], [2.174, 4.191, 4.389], [0.906, 4.269, 4.157], [-1.590, 5.177, 4.522], [-4.474, 5.525, 4.367], [-6.249, 5.778, 2.643], [-5.674, 5.898, 0.257], [-3.322, 5.740, -0.502], [1.790, 6.455, 1.781], [2.612, 3.566, 5.157], [4.633, -5.046, -0.846], [3.707, -4.817, 0.358], [4.575, -4.582, 1.596], [2.868, -6.082, 0.597], [2.781, -3.637, 0.079], [2.790, -2.471, 0.827], [1.910, -1.464, 0.501], [2.024, 0.186, 1.527], [0.938, -1.518, -0.519], [0.100, -0.529, -0.687], [0.967, -2.699, -1.313], [1.880, -3.692, -0.984], [0.088, -2.953, -2.557], [-0.628, -4.311, -2.436], [1.003, -2.977, -3.792], [-1.020, -1.924, -2.806], [5.292, -5.898, -0.657], [5.251, -4.163, -1.026], [4.064, -5.254, -1.754], [5.220, -5.448, 1.757], [3.963, -4.444, 2.490], [5.216, -3.706, 1.469], [3.519, -6.930, 0.827], [2.278, -6.343, -0.285], [2.187, -5.934, 1.440], [3.478, -2.322, 1.649], [1.903, -4.576, -1.612], [0.063, -5.134, -2.247], [-1.159, -4.528, -3.367], [-1.356, -4.278, -1.624], [1.723, -3.797, -3.745], [1.562, -2.041, -3.878], [0.404, -3.102, -4.699], [-1.662, -1.822, -1.932], [-1.634, -2.270, -3.643], [-0.630, -0.940, -3.059], [-2.499, -6.473, 0.495], [-2.455, -5.118, 0.757], [-1.234, -4.489, 1.012], [-1.195, -3.142, 1.313], [-2.373, -2.405, 1.356], [-3.599, -3.021, 1.124], [-3.636, -4.367, 0.823], [-2.265, -0.724, 1.870], [-3.169, -0.562, 2.989], [-0.856, -0.486, 2.199], [-2.524, 0.363, 0.724], [-3.068, 0.156, -0.501], [-2.531, 0.951, -1.453], [-3.065, 0.896, -2.660], [-4.117, 0.049, -2.968], [-4.552, -0.771, -1.942], [-4.047, -0.731, -0.713], [-1.641, -6.914, 0.213], [-3.331, -6.842, 0.070], [-0.309, -5.053, 0.966], [-0.255, -2.652, 1.529], [-4.508, -2.441, 1.186], [-4.586, -4.856, 0.639], [-2.624, 1.550, -3.407], [-4.553, 0.017, -3.955], [-5.344, -1.498, -2.099], [-1.944, 3.415, 0.012], [-0.198, 4.427, -0.303], [0.634, 6.155, -0.031], [-0.489, 2.987, -1.726], [1.109, 4.647, -1.690], [-1.320, 5.436, -1.413], [0.832, 3.345, 0.666], [-2.934, 2.232, 3.611], [-1.617, 1.958, 3.379], [-0.931, 1.360, 4.384], [-1.051, 2.382, 2.356], [-3.432, 1.524, 4.128], [-3.416, 2.497, 2.763], [-1.443, 0.712, 4.962], [-0.024, 1.031, 4.097], [5.573, 3.489, -4.297], [5.119, 2.229, -4.256], [5.730, 1.039, -5.220], [4.044, 1.979, -3.259], [3.039, 1.055, -3.507], [2.041, 0.888, -2.566], [2.002, 1.539, -1.402], [2.995, 2.386, -1.147], [4.017, 2.650, -2.041], [6.292, 3.722, -4.958], [5.118, 4.225, -3.784], [3.036, 0.487, -4.427], [1.229, 0.193, -2.745], [2.972, 2.887, -0.189], [4.793, 3.355, -1.769]]}